No. 1
Molecular formula: C6H9Cl2DyO6PTi
Method: DFT, ωB97M-V/def2-TZVPD

The spin multiplicity is 7. The charge is +4. The calculation puts the gap between HOMO and LUMO (alpha / beta) at 7.385 / 7.130 eV.

Last column: Mulliken charge in e.
Atoms and positions in Å:
1 Dy -1.920 -0.718 -3.574  1.749
2 Ti -0.072 -0.383 0.293  0.861
3 Cl -1.757 -2.458 -1.794  -0.358
4 Cl -1.089 0.944 -1.681  -0.400
5 C 0.732 1.261 0.880  0.525
6 C -0.111 -1.998 -4.418  0.023
7 C -0.173 0.554 -4.626  -0.008
8 O 1.170 2.314 1.186  -0.019
9 O 0.763 -2.637 -4.853  0.071
10 O 0.702 1.149 -5.113  0.069
11 C -1.261 1.892 3.642  -0.689
12 O -2.090 0.871 3.042  -0.313
13 P -1.442 -0.331 2.164  1.274
14 O -1.149 -1.537 3.210  -0.235
15 C -0.714 -1.405 4.581  -0.604
16 O 1.113 -1.548 0.854  -0.334
17 C 2.075 -2.225 1.640  -0.553
18 H -1.277 2.784 3.015  0.321
19 H -0.229 1.552 3.767  0.402
20 H -1.673 2.126 4.626  0.282
21 H 0.301 -0.988 4.630  0.381
22 H -1.408 -0.791 5.170  0.366
23 H -0.718 -2.424 4.977  0.269
24 H 2.870 -1.530 1.933  0.346
25 H 1.599 -2.606 2.548  0.278
26 H 2.494 -3.057 1.068  0.294

***

No. 2
Molecular formula: C6H9ClF3NO3
Method: DFT, ωB97M-V/def2-TZVPD

The spin multiplicity is 3. The calculation puts the gap between HOMO and LUMO (alpha / beta) at 8.980 / 8.289 eV.

Last column: Mulliken charge in e.
Atoms and positions in Å:
1 C -1.430 -1.668 -1.475  -1.401
2 C -0.062 -2.075 0.601  -1.542
3 C -0.835 0.263 0.020  -1.154
4 C 1.509 1.439 0.505  -0.565
5 C -0.316 -1.054 -0.578  1.590
6 C 1.213 2.075 1.827  0.941
7 N -0.856 1.394 -0.782  1.345
8 O -1.461 2.350 -0.349  -0.644
9 O -0.273 1.405 -1.849  -0.677
10 O 0.917 -0.971 -1.221  -0.628
11 F 2.352 2.247 2.535  -0.245
12 F 0.491 3.251 1.807  -0.250
13 F 0.425 1.271 2.559  -0.267
14 Cl 1.774 2.463 -0.811  -0.062
15 H -1.523 -0.981 -2.346  0.355
16 H -2.357 -1.903 -0.893  0.309
17 H -1.120 -2.739 -1.618  0.367
18 H -0.110 -3.151 0.234  0.390
19 H -0.905 -2.053 1.398  0.342
20 H 0.997 -1.989 0.885  0.337
21 H -1.055 0.355 1.084  0.504
22 H 1.801 0.386 0.421  0.506
23 H 0.824 -0.315 -1.954  0.449

***

No. 3
Molecular formula: C6H9ClN
Method: DFT, ωB97M-V/def2-TZVPD

The charge is +1. The calculation puts the gap between HOMO and LUMO at 9.650 eV. For the energy above the lowest of the compared OMol25 structures with the same formula, charge and spin, the calculation gives 54.9 kcal per mole.

Last column: Mulliken charge in e.
Atoms and positions in Å:
1 C 0.894 -1.727 0.114  -0.218
2 C -1.040 0.736 -0.086  0.017
3 C 1.617 -0.681 0.186  0.558
4 C -0.602 -1.866 0.207  -0.663
5 C -1.513 -0.629 -0.292  -0.681
6 C 0.785 2.387 -0.009  -0.867
7 N 0.204 1.061 0.149  -0.253
8 Cl 3.043 0.069 0.227  -0.049
9 H 1.477 -2.724 0.183  0.341
10 H -1.834 1.449 -0.115  0.459
11 H -1.112 -2.770 -0.345  0.341
12 H -0.781 -1.990 1.171  0.387
13 H -2.491 -0.806 0.189  0.371
14 H -1.522 -0.659 -1.400  0.292
15 H 0.046 3.109 0.352  0.368
16 H 1.109 2.649 -1.086  0.304
17 H 1.720 2.390 0.557  0.293

***

No. 4
Molecular formula: C6H9ClO3Si
Method: DFT, ωB97M-V/def2-TZVPD

The calculation puts the gap between HOMO and LUMO at 9.035 eV. For the energy above the lowest of the compared OMol25 structures with the same formula, charge and spin, the calculation gives 0.0 kcal per mole.

Last column: Mulliken charge in e.
Atoms and positions in Å:
1 C -0.026 -0.364 -0.681  -0.043
2 C 2.126 -0.149 1.450  0.087
3 C 0.710 0.826 -1.389  -0.728
4 C 0.016 2.104 -0.829  -0.650
5 C -1.022 1.633 0.192  -0.338
6 C -0.932 0.119 0.139  0.560
7 O 0.408 -1.611 -0.790  -0.374
8 O 1.497 0.433 2.190  -0.128
9 O -1.652 -0.673 1.009  -0.558
10 Si -0.024 -2.970 0.056  0.430
11 Cl 0.783 -2.676 1.897  -0.218
12 H 1.762 0.858 -1.356  0.427
13 H 0.582 0.549 -2.485  0.288
14 H 0.912 2.651 -0.281  0.138
15 H -0.520 2.868 -1.427  0.337
16 H -0.803 2.085 1.263  0.274
17 H -2.031 1.815 -0.093  0.383
18 H -1.458 -0.249 1.887  0.369
19 H 1.045 -3.847 -0.491  -0.155
20 H -1.374 -3.402 -0.260  -0.101

***

No. 5
Molecular formula: C6H9F
Method: DFT, ωB97M-V/def2-TZVPD

The calculation puts the gap between HOMO and LUMO at 10.215 eV. For the energy above the lowest of the compared OMol25 structures with the same formula, charge and spin, the calculation gives 61.8 kcal per mole. As for the structure (SMILES): F[C@]12CCC[C@@H]1C2.

Last column: Mulliken charge in e.
Atoms and positions in Å:
1 F -0.499 -0.909 1.366  -0.330
2 C -0.674 -0.631 -0.013  0.706
3 C 0.589 -1.140 -0.577  -0.854
4 C 1.513 -0.045 0.103  -0.504
5 C 0.509 1.172 0.594  -0.778
6 C -0.755 0.827 -0.218  -0.096
7 C -2.074 -0.013 -0.095  -0.602
8 H 0.585 -1.259 -1.667  0.323
9 H 0.896 -2.151 -0.154  0.266
10 H 2.085 -0.622 0.923  0.269
11 H 2.245 0.305 -0.635  0.318
12 H 0.446 1.297 1.693  0.283
13 H 0.869 2.182 0.218  0.320
14 H -0.537 1.056 -1.273  0.165
15 H -2.628 -0.074 0.795  0.290
16 H -2.571 0.007 -1.059  0.225

***

No. 6
Molecular formula: C6H9F13FeN5O23S7
Method: DFT, ωB97M-V/def2-TZVPD

The spin multiplicity is 6. The charge is -2. The calculation puts the gap between HOMO and LUMO (alpha / beta) at 7.290 / 5.846 eV.

Last column: Mulliken charge in e.
Atoms and positions in Å:
1 Fe -0.408 1.056 0.199  2.591
2 C 2.016 0.609 4.256  0.361
3 F 2.066 0.013 5.449  -0.184
4 F 1.890 1.997 4.292  -0.197
5 F 3.199 0.305 3.659  -0.192
6 S 0.559 -0.124 3.197  1.084
7 O 0.496 -1.604 3.289  -0.539
8 O -0.671 0.319 3.848  -0.654
9 O 0.639 0.443 1.832  -0.641
10 C 1.334 -3.140 -1.393  0.443
11 F 0.949 -3.062 -2.738  -0.255
12 F 1.447 -4.365 -1.001  -0.200
13 F 2.438 -2.476 -1.174  -0.163
14 S -0.080 -2.291 -0.350  0.471
15 O 0.019 -2.877 0.995  -0.508
16 O 0.093 -0.824 -0.273  0.083
17 O -1.218 -2.745 -1.042  -0.631
18 C -4.063 -0.257 2.712  0.571
19 F -4.738 0.404 1.815  -0.198
20 F -3.511 0.550 3.606  -0.157
21 F -4.857 -1.198 3.298  -0.232
22 S -2.749 -1.206 1.677  1.087
23 O -1.809 -0.219 1.076  -0.999
24 O -1.990 -2.095 2.551  -0.606
25 O -3.424 -1.962 0.653  -0.643
26 N -1.296 2.595 0.776  0.474
27 S -0.944 3.927 1.617  0.616
28 O -1.201 3.832 3.020  -0.549
29 O -0.983 5.212 0.950  -0.597
30 F 0.557 3.549 1.493  -0.203
31 S -2.809 3.302 0.550  0.681
32 O -2.921 3.992 -0.709  -0.578
33 O -3.643 3.570 1.736  -0.544
34 F -3.448 1.932 -0.008  -0.223
35 N 1.159 1.729 -0.606  0.513
36 S 1.242 3.120 -1.715  0.737
37 O 1.961 2.925 -2.979  -0.561
38 O 1.128 4.442 -1.100  -0.549
39 F -0.247 2.853 -2.168  -0.182
40 S 2.731 1.634 -0.507  0.709
41 O 3.371 2.680 0.243  -0.651
42 O 3.414 0.788 -1.489  -0.610
43 F 2.792 0.485 0.627  -0.176
44 C 1.267 -0.434 -5.598  -0.936
45 N 0.134 -0.041 -4.790  0.788
46 O -0.913 -0.027 -5.384  -0.554
47 O 0.350 0.607 -3.755  -0.296
48 H 2.226 -0.514 -5.085  0.319
49 H 1.400 0.262 -6.426  0.316
50 H 1.057 -1.390 -6.079  0.317
51 C -3.267 -0.540 -2.752  -0.908
52 N -2.484 0.661 -2.393  0.605
53 O -1.547 0.573 -1.637  0.057
54 O -2.815 1.698 -2.965  -0.509
55 H -4.346 -0.395 -2.700  0.295
56 H -2.985 -1.359 -2.091  0.269
57 H -2.902 -0.786 -3.749  0.255
58 C 4.354 -4.025 2.238  -0.945
59 N 3.047 -3.297 2.229  0.725
60 O 2.905 -2.270 1.573  -0.309
61 O 1.982 -3.836 2.640  -0.387
62 H 5.179 -3.353 2.472  0.276
63 H 4.466 -4.433 1.234  0.292
64 H 4.401 -4.922 2.856  0.330

***

No. 7
Molecular formula: C6H9F3N2
Method: DFT, ωB97M-V/def2-TZVPD

The calculation puts the gap between HOMO and LUMO at 10.132 eV. For the energy above the lowest of the compared OMol25 structures with the same formula, charge and spin, the calculation gives 42.8 kcal per mole. As for the structure (SMILES): C=C(C)CC1(C(F)(F)F)NN1.

Last column: Mulliken charge in e.
Atoms and positions in Å:
1 C 1.209 0.833 -0.494  -0.989
2 C 0.489 -0.178 -0.072  0.892
3 C 0.955 -1.490 0.435  -1.358
4 C -1.270 -0.300 -0.286  -1.118
5 C -2.809 0.504 -0.080  0.704
6 C -3.961 -0.453 -0.176  0.655
7 F -3.909 -1.394 0.781  -0.269
8 F -5.135 0.165 -0.047  -0.257
9 F -3.982 -1.098 -1.350  -0.278
10 N -3.009 1.820 -0.576  -0.510
11 N -2.953 1.580 0.840  -0.542
12 H 2.285 0.764 -0.457  0.280
13 H 0.801 1.742 -0.895  0.277
14 H 2.042 -1.543 0.402  0.398
15 H 0.620 -1.656 1.459  0.313
16 H 0.550 -2.292 -0.183  0.325
17 H -1.309 -0.518 -1.356  0.444
18 H -1.480 -1.231 0.246  0.405
19 H -2.171 2.239 -0.981  0.319
20 H -2.078 1.849 1.290  0.308

***

No. 8
Molecular formula: C6H9F3N3V
Method: DFT, ωB97M-V/def2-TZVPD

The spin multiplicity is 3. The calculation puts the gap between HOMO and LUMO (alpha / beta) at 8.696 / 11.072 eV. For the energy above the lowest of the compared OMol25 structures with the same formula, charge and spin, the calculation gives 0.0 kcal per mole.

Last column: Mulliken charge in e.
Atoms and positions in Å:
1 V 0.853 -0.192 0.805  1.097
2 F 0.473 1.415 -0.137  -0.663
3 F 2.567 0.221 1.425  -0.620
4 F 0.663 -1.915 1.562  -0.622
5 C 3.097 -2.038 -3.004  -0.873
6 C 2.323 -1.568 -1.873  0.273
7 N 1.705 -1.187 -1.002  0.042
8 H 4.067 -1.572 -3.116  0.283
9 H 2.499 -1.828 -3.896  0.268
10 H 3.176 -3.124 -2.953  0.278
11 C -3.472 -0.788 -1.443  -0.879
12 C -2.280 -0.775 -0.618  0.402
13 N -1.355 -0.678 0.040  -0.127
14 H -3.736 0.251 -1.616  0.265
15 H -4.280 -1.266 -0.886  0.285
16 H -3.324 -1.405 -2.323  0.279
17 C -0.576 3.220 3.273  -0.840
18 C -0.343 1.826 2.932  0.619
19 N -0.158 0.734 2.685  -0.319
20 H -0.621 3.324 4.358  0.318
21 H -1.537 3.528 2.871  0.266
22 H 0.259 3.816 2.915  0.266

***

No. 9
Molecular formula: C6H9FNS
Method: DFT, ωB97M-V/def2-TZVPD

The charge is +1. The calculation puts the gap between HOMO and LUMO at 8.642 eV. For the energy above the lowest of the compared OMol25 structures with the same formula, charge and spin, the calculation gives 30.6 kcal per mole.

Last column: Mulliken charge in e.
Atoms and positions in Å:
1 C 1.360 -0.699 -0.746  -0.101
2 C 1.153 0.526 -1.107  -0.749
3 C 0.988 -1.252 1.728  -0.936
4 C 0.665 -1.357 0.409  0.554
5 C 0.058 1.299 -0.301  -0.775
6 C -1.286 0.757 -0.224  0.569
7 N -2.038 0.597 0.850  -0.295
8 F -0.436 -1.915 0.030  -0.232
9 S -1.999 0.109 -1.685  -0.170
10 H 2.246 -1.242 -1.028  0.451
11 H 1.771 0.964 -1.929  0.407
12 H 0.581 -1.728 2.533  0.404
13 H 0.512 1.717 0.582  0.415
14 H -0.007 2.157 -1.002  0.432
15 H 1.977 -0.832 1.973  0.262
16 H -2.886 0.081 0.725  0.199
17 H -1.766 0.694 1.830  0.303
18 H -0.894 0.125 -2.638  0.262

***

No. 10
Molecular formula: C6H9IN2
Method: DFT, ωB97M-V/def2-TZVPD

The calculation puts the gap between HOMO and LUMO (alpha / beta) at 6.775 / 6.774 eV. For the energy above the lowest of the compared OMol25 structures with the same formula, charge and spin, the calculation gives 100.4 kcal per mole.

Last column: Mulliken charge in e.
Atoms and positions in Å:
1 C -1.377 -0.237 2.841  -0.088
2 C 0.322 0.572 1.519  0.053
3 C -1.917 -0.971 1.906  -0.174
4 C 0.169 1.065 -1.883  -1.391
5 C 1.037 -1.161 -1.248  -1.146
6 C 0.806 0.209 -0.796  0.488
7 N -0.256 0.462 2.714  -0.634
8 N 0.017 0.067 0.366  -0.223
9 I -3.208 -1.086 0.460  0.327
10 H -1.676 -0.327 3.813  0.425
11 H 1.106 1.280 1.348  0.320
12 H -0.062 2.151 -1.565  0.307
13 H -0.915 0.704 -2.180  0.208
14 H 0.810 1.166 -2.719  0.441
15 H 0.188 -1.801 -1.054  0.260
16 H 1.838 -1.743 -0.596  0.263
17 H 1.363 -1.199 -2.388  0.326
18 H 1.754 0.851 -0.542  0.238